No. 1
This record from OMol25 describes a structure of composition C36H84AgN13O15. The level of theory is wB97M-V/def2-TZVPD.

Each line ends with the Mulliken charge.
Cartesian coordinates (Å):
Ag: 1.237 0.098 -0.106  1.66
N: 2.626 -2.406 -0.377  0.89
O: 3.436 -3.122 -0.906  -0.72
O: 1.692 -2.768 0.260  -0.48
O: 2.846 -1.078 -0.565  -0.43
C: -3.640 0.731 6.114  -0.07
O: -3.677 1.766 6.646  -0.50
N: -3.350 0.539 4.802  0.32
C: -3.544 -0.765 4.103  -0.91
C: -3.364 1.754 4.029  -1.47
H: -3.770 -0.241 6.629  0.30
H: -4.445 -0.814 3.558  0.49
H: -3.684 -1.455 4.924  0.44
H: -2.677 -0.930 3.442  0.02
H: -3.148 1.524 2.980  0.27
H: -4.282 2.282 4.026  0.66
H: -2.638 2.540 4.364  0.31
C: -1.598 4.708 -2.641  -0.04
O: -2.130 3.672 -2.261  -0.39
N: -0.281 4.986 -2.631  0.29
C: 0.173 6.347 -2.976  -0.94
C: 0.676 4.096 -1.967  -0.83
H: -2.163 5.583 -3.022  0.26
H: 1.097 6.215 -3.566  0.32
H: 0.441 6.874 -2.075  0.33
H: -0.582 6.849 -3.531  0.34
H: 1.428 4.624 -1.417  0.49
H: 0.197 3.402 -1.302  -0.17
H: 1.248 3.504 -2.689  0.30
C: -0.627 -4.138 -1.014  -0.23
O: -0.501 -3.142 -1.712  -0.60
N: -1.651 -4.991 -1.129  0.45
C: -1.747 -6.116 -0.237  -1.03
C: -2.690 -4.834 -2.084  -0.71
H: 0.064 -4.387 -0.225  0.49
H: -1.081 -5.911 0.597  0.31
H: -1.378 -6.977 -0.783  0.32
H: -2.761 -6.253 0.139  0.32
H: -3.681 -4.646 -1.630  0.33
H: -2.510 -3.964 -2.723  -0.06
H: -2.711 -5.720 -2.723  0.37
C: -1.687 1.446 -0.224  -0.35
O: -0.519 1.511 0.196  -0.15
N: -2.654 2.313 0.175  1.17
C: -3.950 2.323 -0.457  -1.46
C: -2.404 3.486 0.981  -0.99
H: -1.997 0.697 -0.953  0.35
H: -4.217 1.476 -1.019  0.24
H: -4.023 3.171 -1.173  0.29
H: -4.713 2.509 0.273  0.50
H: -2.595 3.273 2.004  -0.01
H: -1.343 3.699 0.981  0.29
H: -2.946 4.370 0.633  0.39
C: -2.518 -0.709 -3.631  -0.09
O: -3.024 -0.628 -2.476  -0.30
N: -2.324 0.319 -4.486  0.28
C: -1.525 0.049 -5.665  -0.89
C: -2.305 1.683 -4.020  -0.70
H: -2.248 -1.698 -4.005  0.13
H: -1.525 -1.032 -5.976  0.33
H: -0.488 0.276 -5.475  0.27
H: -1.783 0.684 -6.515  0.34
H: -2.701 1.820 -3.015  -0.07
H: -1.261 2.021 -3.848  0.28
H: -2.790 2.357 -4.696  0.36
C: 6.997 -0.560 -0.702  0.31
O: 6.559 0.551 -0.386  -0.56
N: 7.354 -1.069 -1.887  0.23
C: 7.922 -2.402 -2.099  -0.90
C: 7.460 -0.177 -3.014  -0.97
H: 6.983 -1.383 0.022  0.15
H: 7.465 -2.895 -2.981  0.29
H: 7.728 -3.077 -1.287  0.31
H: 9.008 -2.351 -2.252  0.34
H: 8.512 0.111 -3.265  0.28
H: 6.983 -0.720 -3.831  0.34
H: 6.926 0.724 -2.826  0.22
C: 1.768 -0.080 -2.975  -0.02
O: 0.794 0.054 -2.210  -0.61
N: 2.062 -1.035 -3.837  0.50
C: 3.386 -1.015 -4.496  -0.95
C: 1.213 -2.185 -3.997  -0.62
H: 2.562 0.701 -2.933  -0.02
H: 3.921 -1.939 -4.310  0.33
H: 3.845 -0.108 -4.077  0.34
H: 3.286 -1.053 -5.597  0.32
H: 1.849 -3.054 -3.672  0.36
H: 0.333 -2.070 -3.324  -0.15
H: 0.917 -2.415 -5.011  0.39
C: -6.822 0.123 0.823  -0.01
O: -5.634 -0.253 0.850  -0.49
N: -7.472 0.358 -0.328  0.21
C: -8.828 0.955 -0.382  -0.87
C: -6.770 0.003 -1.503  -1.11
H: -7.386 0.431 1.690  0.38
H: -9.543 0.291 -0.739  0.36
H: -8.843 1.705 -1.145  0.35
H: -9.094 1.395 0.600  0.25
H: -6.425 0.886 -1.994  0.35
H: -6.077 -0.764 -1.253  0.22
H: -7.467 -0.523 -2.156  0.47
C: -2.029 -1.731 0.813  0.25
O: -0.939 -1.307 1.186  -0.11
N: -2.672 -2.817 1.301  0.73
C: -2.148 -3.691 2.355  -0.81
C: -3.953 -3.170 0.685  -0.87
H: -2.573 -1.272 -0.121  -0.52
H: -1.028 -3.761 2.295  0.22
H: -2.572 -4.689 2.256  0.37
H: -2.434 -3.435 3.391  0.20
H: -4.770 -2.522 0.963  0.12
H: -3.781 -2.976 -0.393  0.05
H: -4.216 -4.212 0.929  0.45
C: 4.147 2.396 -0.169  0.07
O: 2.964 2.225 -0.489  -0.63
N: 4.610 3.138 0.854  0.25
C: 6.021 3.236 1.098  -0.80
C: 3.688 3.542 1.888  -0.66
H: 4.934 1.933 -0.758  0.15
H: 6.238 4.275 1.387  0.36
H: 6.548 2.914 0.198  0.31
H: 6.318 2.619 1.913  0.21
H: 4.099 3.302 2.870  0.35
H: 3.373 4.583 1.856  0.30
H: 2.808 2.933 1.858  -0.18
C: 1.184 -0.407 2.735  -0.04
O: 1.597 0.407 1.856  -0.32
N: 0.699 0.075 3.894  0.31
C: 0.257 -0.794 4.944  -0.79
C: 0.334 1.484 4.029  -0.06
H: 1.178 -1.475 2.570  0.58
H: 0.520 -1.829 4.644  0.33
H: -0.814 -0.715 5.050  0.03
H: 0.738 -0.505 5.857  0.37
H: 0.682 1.982 3.100  -0.11
H: -0.719 1.535 4.049  -0.27
H: 0.768 1.933 4.891  0.35
C: 3.639 -1.922 4.278  0.02
O: 2.925 -2.788 3.723  -0.64
N: 4.564 -1.153 3.661  0.34
C: 5.400 -0.238 4.355  -0.98
C: 4.819 -1.354 2.245  -1.01
H: 3.490 -1.708 5.363  0.38
H: 6.392 -0.591 4.685  0.30
H: 4.884 0.076 5.199  0.46
H: 5.502 0.664 3.797  0.21
H: 4.144 -0.692 1.629  -0.04
H: 5.846 -1.126 1.941  0.51
H: 4.557 -2.381 1.890  0.34

Forces on atoms 1 to 6 (eV/Å):
-1.2 0.5 -0.9
1.4 1.7 -1.1
0.7 -0.6 -0.4
-1.4 -0.1 1.2
0.1 -1.3 0.2
0.4 -4.4 -1.4

The frontier orbital gap (spin up / spin down) comes out at 9.582 / 7.555 eV. The calculation puts the energy at -92767.582 eV. Its charge is +1. As for the spin multiplicity: 2. The LUMO energy (spin up / spin down) comes out at -0.0442 / -0.1197 Ha.

No. 2
This record from OMol25 describes a structure of composition C36H84MnN11O12. The level of theory is wB97M-V/def2-TZVPD.

Each line ends with the Mulliken charge.
Cartesian coordinates (Å):
Mn: 0.748 -2.536 -2.835  1.38
C: -1.626 -0.071 -1.081  0.26
C: -0.102 0.123 -0.945  0.69
C: 0.447 0.347 0.467  -0.25
O: 0.646 -0.769 -1.738  -0.30
H: -1.992 -1.045 -0.756  -0.24
H: -1.979 0.203 -2.075  -0.57
H: -2.004 0.677 -0.383  0.28
H: 0.084 1.107 -1.376  -0.78
H: 0.467 -0.590 1.024  -0.13
H: -0.119 1.108 1.004  0.30
H: 1.475 0.699 0.561  -0.18
C: -0.742 3.213 -6.447  0.10
O: -1.045 2.828 -7.618  -0.63
N: 0.023 2.608 -5.476  0.20
C: 0.675 1.319 -5.754  -0.73
C: -0.039 3.123 -4.092  -0.54
H: -1.219 4.135 -6.082  0.34
H: 1.687 1.330 -5.349  0.28
H: 0.681 1.154 -6.831  0.30
H: 0.036 0.556 -5.310  0.14
H: 0.980 3.457 -3.897  0.35
H: -0.668 3.999 -3.934  0.17
H: -0.396 2.408 -3.350  0.00
C: -1.591 -4.386 -1.151  -0.08
O: -1.017 -3.510 -1.892  -0.50
N: -2.883 -4.442 -0.943  0.31
C: -3.525 -5.546 -0.174  -0.98
C: -3.906 -3.592 -1.611  -0.78
H: -0.981 -5.104 -0.581  0.18
H: -3.996 -6.201 -0.907  0.35
H: -4.271 -5.036 0.435  0.31
H: -2.809 -6.084 0.447  0.31
H: -4.559 -3.097 -0.892  0.30
H: -3.546 -2.911 -2.382  -0.03
H: -4.543 -4.217 -2.237  0.45
C: -0.980 5.946 -1.956  0.02
O: 0.236 6.155 -2.036  -0.60
N: -1.583 5.193 -0.970  0.29
C: -3.014 4.847 -0.960  -0.72
C: -0.761 4.510 0.103  -1.43
H: -1.762 6.395 -2.589  0.35
H: -3.335 3.828 -1.178  0.07
H: -3.518 5.508 -1.665  0.32
H: -3.220 5.014 0.097  0.31
H: -0.686 3.428 -0.008  0.51
H: 0.254 4.900 0.181  0.38
H: -1.163 4.800 1.073  0.43
C: -4.822 1.582 1.285  0.62
O: -5.202 2.665 1.759  -0.66
N: -5.076 1.200 0.020  0.33
C: -5.045 -0.220 -0.327  -0.79
C: -5.331 2.200 -1.016  -1.07
H: -4.492 0.718 1.881  -0.06
H: -4.468 -0.513 -1.204  0.00
H: -6.087 -0.503 -0.476  0.47
H: -4.762 -0.841 0.524  0.20
H: -4.607 2.033 -1.814  0.29
H: -6.366 1.969 -1.267  0.41
H: -5.244 3.246 -0.722  0.31
C: -2.734 -0.018 4.236  -0.31
O: -2.138 0.941 3.787  -0.41
N: -2.590 -1.269 3.855  0.52
C: -3.249 -2.422 4.489  -1.02
C: -1.577 -1.682 2.888  -0.40
H: -3.430 0.027 5.087  0.35
H: -3.669 -3.059 3.710  0.32
H: -4.211 -2.112 4.897  0.39
H: -2.696 -2.988 5.239  0.32
H: -1.082 -2.581 3.257  0.45
H: -2.000 -1.919 1.912  0.21
H: -0.792 -0.933 2.781  -0.36
C: 1.558 -2.960 4.168  0.01
O: 2.059 -4.054 3.717  -0.64
N: 1.960 -1.768 3.779  0.41
C: 1.515 -0.609 4.494  -1.00
C: 2.939 -1.610 2.721  -0.34
H: 0.721 -2.890 4.879  0.42
H: 0.588 -0.707 5.060  0.33
H: 1.293 0.323 3.975  0.12
H: 2.306 -0.410 5.216  0.52
H: 2.539 -1.107 1.840  -0.16
H: 3.727 -0.973 3.122  0.51
H: 3.319 -2.539 2.295  0.07
C: -1.515 -1.968 -5.245  -0.39
O: -0.620 -1.840 -4.467  -0.33
N: -2.552 -1.185 -5.453  0.39
C: -3.809 -1.584 -6.122  -0.87
C: -2.644 0.098 -4.753  -0.69
H: -1.581 -2.841 -5.912  0.33
H: -3.676 -2.548 -6.613  0.32
H: -4.193 -0.840 -6.820  0.30
H: -4.611 -1.790 -5.413  0.32
H: -1.784 0.527 -4.238  -0.44
H: -2.952 0.844 -5.486  0.42
H: -3.361 0.053 -3.933  0.47
C: 4.034 -0.518 -0.615  0.04
O: 4.072 -1.519 0.126  -0.61
N: 5.161 -0.152 -1.274  0.47
C: 5.061 1.121 -2.025  -0.96
C: 6.463 -0.798 -1.197  -0.89
H: 3.122 0.070 -0.798  0.18
H: 5.537 2.002 -1.595  0.27
H: 4.021 1.431 -2.125  0.29
H: 5.485 1.034 -3.025  0.37
H: 6.913 -0.346 -0.313  0.23
H: 6.420 -1.881 -1.087  0.22
H: 7.233 -0.602 -1.943  0.37
C: 1.470 4.592 5.215  0.09
O: 2.367 5.022 4.416  -0.60
N: 0.620 3.598 4.918  0.28
C: 0.409 3.049 3.549  0.04
C: -0.319 2.951 5.866  -0.68
H: 1.350 4.996 6.232  0.31
H: -0.494 3.482 3.118  0.42
H: 0.324 1.972 3.401  -0.48
H: 1.303 3.372 3.017  -0.17
H: -0.050 3.270 6.872  0.39
H: -1.357 3.068 5.555  0.26
H: -0.138 1.876 5.880  0.08
C: 5.284 2.958 3.641  0.22
O: 6.408 3.407 3.977  -0.65
N: 5.098 2.045 2.627  0.16
C: 3.879 1.880 1.984  -0.23
C: 6.200 1.415 1.928  -0.84
H: 4.308 3.308 4.010  0.22
H: 3.231 2.737 2.168  0.37
H: 3.509 0.921 2.347  -0.18
H: 3.965 1.731 0.908  0.10
H: 6.041 0.363 1.694  0.16
H: 6.293 1.981 1.001  0.30
H: 7.094 1.665 2.499  0.40
C: 2.219 -3.911 -0.189  -0.06
O: 1.693 -3.444 -1.245  -0.58
N: 2.491 -5.209 -0.164  0.30
C: 2.260 -6.083 -1.381  -0.95
C: 3.211 -5.748 0.971  -1.05
H: 2.450 -3.360 0.735  0.04
H: 1.342 -5.811 -1.902  0.17
H: 2.251 -7.148 -1.147  0.40
H: 3.120 -5.958 -2.040  0.31
H: 2.589 -6.386 1.599  0.34
H: 4.023 -6.433 0.724  0.37
H: 3.626 -4.934 1.565  0.31

Forces on atoms 1 to 6 (eV/Å):
0.1 1.0 0.3
0.7 0.7 1.2
1.3 -0.4 -2.1
-0.2 -0.8 0.6
-0.4 -0.1 0.6
0.1 -0.2 -0.2

The frontier orbital gap (spin up / spin down) comes out at 3.060 / 7.224 eV. The calculation puts the energy at -110970.586 eV. Its charge is 0. As for the spin multiplicity: 7. The LUMO energy (spin up / spin down) comes out at -0.0115 / -0.0120 Ha.